Run one
C4H9NS in the gas phase. Source: OMol25; level of theory: ωB97M-V/def2-TZVPD.

The geometry in XYZ format:
```
15
Properties=species:S:1:pos:R:3:nbo_charge:R:1
N 0.394 -0.833 -0.657 -0.62
S -1.793 0.977 1.783 0.12
H 0.897 -1.573 -0.259 0.36
H 2.247 -0.743 -1.577 0.20
H -1.662 0.790 -0.801 0.21
H -1.579 -1.429 1.322 0.21
H -0.467 -0.809 2.542 0.21
C -0.982 1.114 0.068 -0.47
H 1.514 0.841 -1.211 0.18
H 0.776 0.560 0.968 0.15
C 1.309 -0.182 -1.586 -0.42
C -0.025 -0.025 0.414 -0.06
C -0.899 -0.617 1.600 -0.49
H 0.772 -0.113 -2.510 0.20
H -0.502 2.042 -0.096 0.21
```

Frontier orbital gap (eV): 9.52
2S+1: 1
LUMO energy (eV): 0.97
SMILES string: CNC1CSC1

Run two
2 unconnected molecules or ions with the total composition C4H9NS. Source: OMol25; level of theory: ωB97M-V/def2-TZVPD.

The geometry in XYZ format:
```
15
Properties=species:S:1:pos:R:3:nbo_charge:R:1
H 0.541 -2.177 2.558 0.23
C -0.639 0.220 -2.287 -0.71
H -1.667 -0.169 -2.075 0.24
H -2.005 2.584 1.359 0.13
H -0.436 -0.942 1.800 0.22
H -0.541 1.312 -1.964 0.21
C 0.169 -1.833 1.581 -0.67
S -0.814 3.098 1.506 -0.26
C 1.115 -1.411 0.514 0.01
H -0.540 0.172 -3.339 0.23
H -0.630 -2.548 1.367 0.23
H -0.456 1.911 1.109 0.13
H 2.292 -1.166 0.705 0.20
C 0.084 -0.996 -1.690 0.16
N 0.607 -1.005 -0.567 -0.35
```

Frontier orbital gap (eV): 8.32
2S+1: 1
LUMO energy (eV): 0.61

So which one wins? Going from most stable to least: run one, run two.